[1]
Molecular formula: C11H20N2O5
Method: DFT, ωB97M-V/def2-TZVPD

**LUMO level**: 0.0136 Ha
**Energy**: -24949.896 eV
**Charge**: 0
**SMILES**: CC(C)C[C@H](N)C(=O)N[C@@H](CCC(=O)O)C(=O)O
**ΔE to the lowest compared entry with this formula, charge and spin**: 23.5 kcal per mole

Each line ends with the natural charge from an NBO analysis.
CARTESIAN COORDINATES (ANGSTROEM)
C  1.76  0.32  1.05  -0.17
C  0.33  -0.05  0.52  0.68
C  2.83  -0.74  0.66  -0.39
C  3.23  -0.60  -0.82  -0.22
C  3.63  0.82  -1.23  -0.63
C  2.28  -1.23  -1.82  -0.60
C  -1.92  0.80  0.06  -0.18
C  -2.53  2.07  -0.51  0.80
C  -3.01  0.30  1.04  -0.39
C  -4.01  -0.61  0.35  -0.52
C  -3.34  -1.81  -0.29  0.80
H  1.57  -0.23  3.01  0.35
H  1.21  1.32  2.70  0.35
H  2.21  1.21  0.62  0.21
H  2.54  -1.80  0.93  0.22
H  3.70  -0.48  1.27  0.22
H  4.10  -1.27  -0.87  0.20
H  4.41  1.18  -0.56  0.22
H  2.75  1.48  -1.43  0.20
H  4.06  0.70  -2.21  0.22
H  1.45  -0.52  -2.10  0.19
H  2.80  -1.48  -2.77  0.20
H  1.84  -2.13  -1.43  0.23
H  -0.20  1.91  0.59  0.42
H  -2.00  0.08  -0.77  0.26
H  -3.44  1.12  1.59  0.22
H  -2.44  -0.29  1.83  0.23
H  -4.70  -1.11  1.12  0.24
H  -4.64  -0.11  -0.35  0.25
H  -2.48  -3.39  0.36  0.50
H  -2.01  3.66  -1.32  0.51
N  1.87  0.61  2.47  -0.80
N  -0.59  0.99  0.58  -0.63
O  0.04  -1.19  0.08  -0.62
O  -3.65  2.13  -0.93  -0.58
O  -3.20  -2.11  -1.45  -0.58
O  -2.86  -2.60  0.70  -0.70
O  -1.60  3.06  -0.66  -0.70

[2]
Molecular formula: C11H20O2
Method: DFT, ωB97M-V/def2-TZVPD

**LUMO level**: -0.0248 Ha
**Energy**: -15815.428 eV
**Charge**: 0
**ΔE to the lowest compared entry with this formula, charge and spin**: 263.9 kcal per mole

Each line ends with the natural charge from an NBO analysis.
CARTESIAN COORDINATES (ANGSTROEM)
C  -0.55  3.27  1.17  -0.63
C  0.36  2.06  1.50  -0.32
C  -0.70  0.96  2.13  -0.39
C  -1.68  0.30  1.33  -0.39
C  -1.17  -0.07  -0.14  -0.27
C  -0.90  -1.58  -0.37  -0.39
C  0.47  -2.04  0.05  -0.49
C  1.31  -1.87  -1.28  -0.52
C  1.09  -3.21  -1.92  0.77
C  -0.10  0.91  -0.59  -0.37
C  0.88  1.48  0.26  -0.42
H  -1.89  3.05  1.03  0.23
H  -0.02  3.63  -0.15  0.19
H  -0.38  4.24  2.03  0.25
H  1.28  2.11  2.25  0.24
H  -1.18  1.38  3.02  0.21
H  -0.16  0.06  2.29  0.20
H  -2.48  1.10  1.28  0.18
H  -1.92  -0.65  1.75  0.22
H  -2.12  0.07  -0.52  0.22
H  -0.64  -1.38  -1.52  0.20
H  -1.80  -2.33  -0.12  0.24
H  0.47  -3.15  0.01  0.28
H  1.10  -1.47  0.69  0.22
H  1.10  -1.04  -2.05  0.19
H  2.48  -1.77  -1.14  0.24
H  1.81  -1.69  -3.18  0.49
H  0.67  0.36  -1.51  0.17
H  -0.53  1.74  -1.21  0.22
H  1.81  0.64  0.27  0.20
H  1.24  2.14  -0.72  0.23
O  1.79  -3.07  -3.06  -0.65
O  0.38  -4.19  -1.57  -0.57

[3]
Molecular formula: C11H20O5
Method: DFT, ωB97M-V/def2-TZVPD

**LUMO level**: 0.0280 Ha
**Energy**: -21968.999 eV
**Charge**: 0
**SMILES**: OCC[C@H]1C[C@@H](O)[C@H](O)[C@]2(CCCCO2)O1
**ΔE to the lowest compared entry with this formula, charge and spin**: 3.1 kcal per mole

Each line ends with the natural charge from an NBO analysis.
CARTESIAN COORDINATES (ANGSTROEM)
O  -4.25  1.67  0.61  -0.71
H  -4.69  1.07  -0.01  0.46
C  -2.87  1.39  0.60  -0.05
C  -2.56  -0.06  0.99  -0.43
H  -2.98  -0.27  1.97  0.21
H  -3.01  -0.73  0.26  0.20
C  -1.05  -0.32  1.02  0.11
C  -0.74  -1.73  1.53  -0.43
C  0.75  -2.02  1.41  0.09
O  1.00  -3.35  1.78  -0.71
H  1.90  -3.56  1.50  0.48
C  1.18  -1.78  -0.05  0.05
O  2.56  -2.02  -0.16  -0.73
H  2.80  -1.84  -1.08  0.49
H  0.62  -2.48  -0.69  0.18
C  0.80  -0.36  -0.52  0.54
O  1.01  -0.39  -1.91  -0.55
C  0.72  0.83  -2.57  -0.07
C  1.59  1.97  -2.04  -0.43
C  1.39  2.08  -0.53  -0.40
C  1.68  0.73  0.12  -0.47
H  1.50  0.78  1.19  0.21
H  2.72  0.45  -0.04  0.23
H  2.04  2.85  -0.11  0.21
H  0.35  2.36  -0.33  0.20
H  1.33  2.90  -2.54  0.21
H  2.64  1.75  -2.25  0.20
H  0.92  0.63  -3.62  0.19
H  -0.34  1.08  -2.43  0.18
O  -0.58  -0.13  -0.30  -0.57
H  1.33  -1.34  2.05  0.16
H  -1.04  -1.83  2.57  0.22
H  -1.28  -2.47  0.94  0.21
H  -0.58  0.42  1.69  0.16
H  -2.44  1.60  -0.38  0.17
H  -2.43  2.08  1.33  0.17

[4]
Molecular formula: C11H20OP
Method: DFT, ωB97M-V/def2-TZVPD

**LUMO level**: 0.1006 Ha
**Energy**: -23055.825 eV
**Charge**: -1
**ΔE to the lowest compared entry with this formula, charge and spin**: 103.7 kcal per mole

Each line ends with the natural charge from an NBO analysis.
CARTESIAN COORDINATES (ANGSTROEM)
P  1.57  -2.03  0.10  0.51
C  0.57  -0.38  0.27  -0.75
C  -0.76  -0.41  -0.68  -0.48
C  -1.96  -1.27  0.04  0.06
C  -2.88  -2.28  -0.87  -0.25
C  -4.08  -3.15  -0.11  -0.24
C  -4.38  -3.04  1.51  -0.29
C  -3.44  -2.04  2.41  -0.24
C  -2.26  -1.15  1.68  -0.25
H  1.32  -2.34  1.50  -0.22
H  2.75  -1.26  0.51  -0.21
H  1.81  -1.77  -1.31  -0.21
H  0.36  -2.80  -0.21  -0.20
H  2.41  -3.23  0.01  -0.18
H  0.37  -0.25  1.42  0.18
H  1.23  0.56  -0.08  0.24
H  -0.45  -0.96  -1.68  0.22
H  -1.14  0.67  -0.99  0.20
H  -2.74  -2.39  -2.02  0.23
H  -4.72  -3.87  -0.81  0.21
H  -5.22  -3.65  2.07  0.22
H  -3.56  -1.92  3.57  0.22
H  -1.63  -0.42  2.37  0.24
C  2.34  4.26  0.34  -0.72
C  2.58  3.34  -0.83  0.58
O  2.36  2.13  -0.74  -0.51
C  3.09  3.95  -2.10  -0.72
H  1.97  3.68  1.19  0.25
H  3.27  4.75  0.62  0.22
H  1.58  5.01  0.07  0.22
H  4.06  4.42  -1.93  0.22
H  2.37  4.68  -2.48  0.22
H  3.22  3.16  -2.86  0.24

[5]
Molecular formula: C11H21AsB2F4N4O5V
Method: DFT, ωB97M-V/def2-TZVPD

**LUMO level (alpha / beta)**: -0.3141 / -0.3112 Ha
**Energy**: -126683.479 eV
**<S²>**: 0.791
**Charge**: +2
**Spin multiplicity**: 2
**ΔE to the lowest compared entry with this formula, charge and spin**: 14.2 kcal per mole

Each line ends with the Mulliken spin population.
CARTESIAN COORDINATES (ANGSTROEM)
V  0.15  0.79  -0.12  1.11
C  -3.20  -0.04  -2.66  0.00
C  -2.17  0.06  -1.60  0.04
N  -1.13  0.82  -1.64  -0.04
O  -1.03  1.71  -2.69  0.00
B  -0.99  3.02  -2.27  0.00
F  -0.89  3.98  -3.14  0.00
F  -1.13  3.27  -0.96  0.00
O  1.38  1.97  -1.25  -0.08
N  1.74  1.64  -0.09  -0.14
C  2.82  1.49  0.62  0.05
C  4.15  2.05  0.27  -0.01
C  2.42  0.75  1.80  0.00
N  1.13  0.50  1.74  0.03
O  0.52  0.26  2.88  0.02
B  -0.99  0.40  2.66  0.00
F  -1.63  0.40  3.82  0.00
F  -1.10  1.61  1.88  0.00
O  -1.38  -0.72  1.76  -0.01
N  -1.29  -0.34  0.49  -0.06
C  -2.28  -0.61  -0.30  0.04
C  -3.48  -1.37  0.14  0.00
C  3.25  0.37  2.96  0.00
H  -2.84  0.37  -3.59  0.00
H  -4.09  0.53  -2.36  0.00
H  -3.51  -1.08  -2.79  0.00
H  4.10  2.63  -0.65  0.00
H  4.89  1.25  0.16  0.00
H  4.49  2.71  1.07  0.01
H  -3.48  -1.45  1.22  0.00
H  -3.47  -2.38  -0.29  0.00
H  -4.39  -0.87  -0.19  0.00
H  4.31  0.54  2.78  0.00
H  3.08  -0.67  3.23  0.00
H  2.94  0.95  3.84  0.00
C  1.06  -2.18  -3.42  0.00
As  2.06  -0.99  -2.28  0.00
C  2.70  0.44  -3.43  0.00
C  3.61  -1.93  -1.62  0.00
O  1.10  -0.68  -0.91  0.03
H  1.72  -2.54  -4.20  0.00
H  0.23  -1.63  -3.88  0.00
H  0.68  -3.02  -2.84  0.00
H  3.70  0.14  -3.75  0.00
H  2.74  1.42  -2.96  0.00
H  2.05  0.50  -4.31  0.00
H  4.28  -2.16  -2.45  0.00
H  3.28  -2.86  -1.15  0.00
H  4.14  -1.32  -0.88  0.00

[6]
Molecular formula: C11H21AuN3O5S
Method: DFT, ωB97M-V/def2-TZVPD

**LUMO level**: -0.2028 Ha
**Energy**: -40974.233 eV
**Charge**: +1
**ΔE to the lowest compared entry with this formula, charge and spin**: 80.2 kcal per mole

Each line ends with the natural charge from an NBO analysis.
CARTESIAN COORDINATES (ANGSTROEM)
Au  0.90  -0.14  -0.12  1.39
O  0.13  -0.43  -2.32  -0.73
C  -1.24  -0.90  -2.27  -0.09
C  -1.46  -1.95  -1.22  -0.24
N  -1.46  -1.42  0.12  -0.50
C  -2.37  -0.36  0.45  -0.37
C  -1.77  1.07  0.46  0.77
O  -2.52  1.96  0.78  -0.55
O  -0.51  1.22  0.05  -0.76
C  -0.95  -2.22  1.21  -0.33
C  -0.20  -1.39  2.20  0.76
O  -0.38  -1.44  3.36  -0.49
O  0.82  -0.55  1.75  -0.66
H  0.69  -1.08  -2.77  0.50
H  -1.84  -0.01  -2.10  0.22
H  -1.53  -1.30  -3.25  0.21
H  -2.41  -2.47  -1.44  0.21
H  -0.67  -2.71  -1.28  0.21
H  -3.18  -0.25  -0.27  0.24
H  -2.77  -0.45  1.47  0.25
H  -1.75  -2.71  1.78  0.23
H  -0.27  -2.99  0.81  0.23
C  6.63  -0.70  -0.63  -0.41
N  5.24  -0.66  -1.11  -0.40
C  5.06  -1.19  -2.47  -0.42
C  4.22  -0.44  -0.28  0.41
S  2.77  -1.38  -0.60  -0.17
N  4.40  0.38  0.75  -0.39
C  3.57  0.38  1.95  -0.42
C  5.32  1.53  0.67  -0.41
H  7.07  -1.63  -0.97  0.23
H  6.65  -0.68  0.46  0.22
H  7.22  0.13  -1.02  0.22
H  5.92  -0.86  -3.05  0.23
H  4.16  -0.79  -2.92  0.23
H  5.02  -2.28  -2.47  0.22
H  3.21  -0.62  2.17  0.24
H  2.72  1.05  1.85  0.22
H  4.18  0.73  2.78  0.23
H  5.66  1.68  -0.34  0.22
H  6.16  1.41  1.35  0.22
H  4.75  2.42  0.98  0.23